1.
Formula: C55H56N3O3PSeTeTl
Source: the OMol25 dataset
Level of theory: the ωB97M-V functional and the def2-TZVPD basis

Geometry as XYZ:
```
121
Properties=species:S:1:pos:R:3:forces:R:3:mulliken_spin:R:1
Tl 1.08004 -1.85955 0.31075 0.2 0.2 -0.1 -0.007
C 0.35953 -2.60998 7.51539 0.0 0.0 0.0 0.000
C 0.81727 -3.40538 6.47128 0.0 0.0 0.0 0.000
C 1.22539 -2.82778 5.28048 0.0 0.0 -0.1 0.000
C 1.19818 -1.44034 5.11479 0.0 0.0 0.0 -0.001
C 0.73953 -0.65360 6.16549 0.0 0.1 0.0 0.000
C 0.32107 -1.23310 7.35736 0.0 0.0 0.0 0.000
P 1.71905 -0.82626 3.45761 -0.2 -0.1 0.1 0.008
C 1.38761 0.97145 3.63740 0.1 0.0 -0.1 -0.001
C 0.05122 1.38331 3.64486 0.0 0.0 0.0 0.000
C -0.26940 2.73176 3.67375 0.0 0.0 0.0 0.000
C 0.73600 3.69124 3.68032 0.0 0.0 0.0 0.000
C 2.06295 3.29116 3.65498 0.0 0.0 0.0 0.000
C 2.38709 1.94040 3.63177 0.0 0.0 0.0 0.000
C 3.54071 -0.88701 3.61712 0.0 0.0 -0.1 -0.001
C 4.18231 -0.85414 4.82739 0.0 0.0 0.1 0.000
C 5.59204 -0.87003 4.89305 -0.1 0.0 0.1 0.000
C 6.32563 -0.91287 3.74371 0.0 0.0 -0.1 0.000
C 5.69375 -0.94437 2.47525 0.1 0.0 0.0 -0.001
C 6.45212 -0.98202 1.27983 0.0 0.0 0.0 0.000
C 5.81267 -1.01293 0.07474 0.0 0.0 0.0 -0.001
C 4.39707 -1.00458 0.01481 0.1 0.0 -0.1 0.004
C 3.58713 -0.96208 1.13000 -0.2 0.1 0.0 0.003
C 4.27397 -0.93384 2.38918 0.0 -0.1 0.0 -0.001
H 0.02467 -3.06225 8.44124 0.0 0.0 0.0 0.000
H 0.84103 -4.48302 6.57790 0.0 0.0 0.0 0.000
H 1.55021 -3.45580 4.45480 0.0 0.0 0.0 0.000
H 0.70597 0.42364 6.05678 0.0 0.0 0.0 0.000
H -0.03679 -0.60272 8.16284 0.0 0.0 0.0 0.000
H -0.74401 0.64536 3.58820 0.0 0.0 0.0 0.000
H -1.31054 3.03078 3.66434 0.0 0.0 0.0 0.000
H 0.48476 4.74494 3.68920 0.0 0.0 0.0 0.000
H 2.85369 4.03160 3.63679 0.0 0.0 0.0 0.000
H 3.42603 1.63804 3.59311 0.0 0.0 0.0 0.000
H 3.60785 -0.81940 5.74558 0.0 0.0 0.0 0.000
H 6.08544 -0.84512 5.85808 0.0 0.0 0.0 0.000
H 7.41079 -0.92668 3.78593 0.0 0.0 0.0 0.000
H 7.53625 -0.98169 1.34165 0.0 0.0 0.0 0.000
H 6.39165 -1.04341 -0.84325 0.0 0.0 0.0 0.000
H 3.94673 -1.03813 -0.97637 0.0 0.0 0.0 0.001
O 1.46745 1.06269 0.44086 -0.1 0.0 0.1 0.002
H 0.87202 1.13853 1.19909 0.1 0.0 -0.1 -0.002
H 2.23560 0.54512 0.76720 0.0 -0.1 0.0 0.000
N 0.60646 -5.56865 0.53729 0.0 0.0 0.0 0.000
C 0.55444 -4.78751 1.68208 0.0 0.1 0.0 0.000
N -0.69752 -4.45788 2.12174 0.0 -0.1 0.0 0.000
O 1.57261 -4.46181 2.27347 0.1 -0.1 0.1 0.002
H -0.12962 -5.41069 -0.13468 0.0 0.0 0.0 0.001
H 1.52333 -5.52024 0.11530 0.0 0.0 0.0 0.000
H -1.45563 -4.46536 1.45727 0.0 0.1 0.0 0.000
H -0.74153 -3.64193 2.71989 0.0 0.0 0.0 -0.001
C -0.36074 7.45571 -4.08317 0.0 0.0 0.0 0.000
C -0.10335 5.99691 -3.80950 0.0 0.0 0.0 0.003
C -0.57672 5.00978 -4.65950 0.0 0.0 0.0 -0.001
C -0.34181 3.65765 -4.41431 -0.1 0.0 -0.1 -0.020
C -0.89212 2.66201 -5.40112 0.0 0.0 -0.1 0.003
C 0.37517 3.25311 -3.28123 0.2 -0.1 0.1 0.014
Te 0.91528 1.11721 -2.92112 -0.2 1.0 -0.1 0.118
N 1.04774 -1.17715 -2.72999 0.2 -0.7 -0.2 0.855
C 1.51050 -2.35065 -3.04325 -0.2 0.2 0.2 -0.048
O 1.71435 -3.25954 -2.19664 0.2 -0.5 0.1 0.019
C 1.75147 -2.66210 -4.51015 0.0 -0.1 0.0 0.053
C 1.96297 -1.68217 -5.47150 0.0 0.2 0.0 0.000
C 2.18866 -2.03330 -6.79585 0.0 0.0 0.0 -0.003
C 2.19037 -3.36888 -7.17513 0.0 0.0 0.0 -0.004
C 1.96949 -4.35153 -6.21749 0.0 0.0 0.0 0.005
C 1.75907 -3.99870 -4.89345 0.0 0.0 0.0 0.002
C -1.15599 0.65394 -2.93518 0.1 -0.1 0.0 0.006
C -1.61872 -0.15857 -3.96807 -0.1 0.0 0.0 0.002
C -2.96209 -0.47541 -4.08543 0.0 0.0 0.0 -0.002
C -3.86055 0.01540 -3.14750 0.0 0.0 0.0 0.000
C -3.39835 0.78584 -2.09679 0.0 0.0 0.0 0.001
C -2.04696 1.11485 -1.96337 0.0 -0.1 0.0 -0.021
C -1.62365 1.86513 -0.73437 0.0 0.0 0.0 0.006
C 0.86299 4.25124 -2.41831 0.0 0.1 0.1 -0.001
C 1.61870 3.95326 -1.14226 0.1 -0.1 -0.1 0.006
C 0.61852 5.59620 -2.69589 0.0 0.0 0.0 -0.002
H -0.89179 7.58915 -5.02666 0.0 0.0 0.0 0.000
H 0.57214 8.02150 -4.13973 0.0 0.0 0.0 0.000
H -0.96555 7.90715 -3.29300 0.0 0.0 0.0 0.000
H -1.14069 5.29564 -5.54397 0.0 0.0 0.0 -0.001
H -1.06698 3.13577 -6.36934 0.0 0.0 0.0 0.001
H -1.83660 2.24019 -5.05135 0.0 0.0 0.0 -0.001
H -0.20773 1.82210 -5.53956 0.0 0.1 0.0 0.002
H 1.94561 -0.63749 -5.17722 0.0 -0.1 0.0 0.002
H 2.35947 -1.25831 -7.53363 0.0 0.0 0.0 0.000
H 2.36693 -3.64282 -8.20869 0.0 0.0 0.0 0.000
H 1.96485 -5.39696 -6.50451 0.0 0.0 0.0 0.000
H 1.60630 -4.74366 -4.12342 0.0 0.0 0.0 0.002
H -0.91207 -0.54103 -4.69534 0.0 0.0 0.0 0.000
H -3.30118 -1.10728 -4.89809 0.0 0.0 0.0 0.000
H -4.91499 -0.22489 -3.21436 0.0 0.0 0.0 0.000
H -4.09325 1.12018 -1.33308 0.0 0.0 0.0 0.000
H -2.41288 2.54696 -0.41213 0.0 0.0 0.0 0.001
H -0.71055 2.43295 -0.88692 0.1 0.0 0.0 -0.006
H -1.44018 1.15048 0.07555 0.0 0.0 0.0 0.000
H 2.07451 2.96599 -1.12259 -0.1 0.0 0.0 -0.006
H 0.94725 3.99184 -0.28086 0.0 0.0 0.0 0.000
H 2.39956 4.69929 -0.97952 0.0 0.0 0.0 0.000
H 1.00450 6.35005 -2.01373 0.0 0.0 0.0 0.001
C -7.88285 -0.64010 -0.22648 0.0 0.0 0.0 0.000
C -6.45521 -0.71859 0.24575 0.0 0.0 0.0 0.000
C -5.54167 -1.57488 -0.34898 0.0 0.0 0.0 0.000
C -4.22659 -1.68271 0.09540 0.0 -0.1 0.0 0.000
C -3.29240 -2.61419 -0.62178 0.0 0.0 0.0 0.002
C -3.79294 -0.93264 1.20317 0.0 -0.1 0.0 0.001
Se -2.04120 -1.16885 1.91850 0.0 0.0 0.0 0.007
C -4.70225 -0.02610 1.78192 0.1 0.1 0.1 -0.001
C -4.27999 0.85293 2.92448 0.0 0.0 0.0 0.000
C -6.00324 0.06118 1.30428 0.0 0.0 -0.1 0.000
H -8.03931 -1.27252 -1.10178 0.0 0.0 0.0 0.000
H -8.16281 0.38083 -0.49905 0.0 0.0 0.0 0.000
H -8.58110 -0.96964 0.54848 0.0 0.0 0.0 0.000
H -5.85358 -2.17549 -1.19944 0.0 0.0 0.0 0.000
H -3.74273 -2.97794 -1.54667 0.0 0.0 0.0 0.000
H -3.03752 -3.47066 0.01081 0.0 0.0 0.0 0.000
H -2.34919 -2.11548 -0.85516 0.0 0.0 0.0 -0.001
H -3.33017 1.34135 2.69858 0.0 0.0 0.0 0.000
H -4.10277 0.26545 3.82873 0.0 0.0 0.0 0.000
H -5.04152 1.60808 3.13020 0.0 0.0 0.0 0.000
H -6.68614 0.76512 1.77421 0.0 0.0 0.0 0.000
```
Positions in Å, forces in eV/Å.

The LUMO energy (alpha / beta) is 3.9 / 3.9 eV. As for the HOMO energy (alpha / beta): -1.818 / -1.830 eV. The spin multiplicity is 2. The net charge is -2. The energy above the lowest of the compared OMol25 structures with the same formula, charge and spin is 30.56 kJ/mol. For the gap between HOMO and LUMO (alpha / beta), the calculation gives 5.768 / 5.763 eV.

2.
Formula: C5H18N2O2
Source: the OMol25 dataset
Level of theory: the ωB97M-V functional and the def2-TZVPD basis

Geometry as XYZ:
```
27
Properties=species:S:1:pos:R:3:forces:R:3:mulliken_charge:R:1
C -1.31320 1.39435 -0.49740 -0.4 0.6 -1.1 -1.244
N -0.55347 0.27760 0.03185 -0.4 1.2 0.0 -0.023
C -0.49892 0.18056 2.50488 0.4 1.0 -0.2 -1.389
C 0.22918 0.63474 1.23506 0.4 -2.3 -0.4 0.177
C 1.55293 -0.20531 1.14159 -0.1 1.8 -0.5 -0.967
N 2.59759 0.40862 0.32031 -0.1 -0.4 0.5 -0.353
C 2.49886 0.29421 -1.11982 0.9 0.0 0.0 -0.697
H -2.23365 1.10438 -1.00443 0.0 -0.5 0.0 0.449
H -1.66342 2.18782 0.17316 0.4 -0.2 0.6 0.314
H -0.74957 1.90605 -1.28985 0.2 0.1 0.2 0.325
H -1.18003 -0.50982 0.15624 0.3 0.1 0.4 0.249
H 0.08143 0.42747 3.39060 0.0 0.1 0.2 0.437
H -0.60881 -0.89903 2.48377 -0.2 -0.1 0.0 0.261
H -1.45880 0.68185 2.56986 -0.3 -0.2 0.1 0.357
H 0.48366 1.69544 1.19812 -0.2 0.0 0.2 0.468
H 1.25283 -1.11474 0.62923 0.2 -0.5 0.5 0.331
H 1.97720 -0.29694 2.14686 -0.2 -0.6 -0.1 0.384
H 2.78533 1.34366 0.64797 0.0 0.1 -0.2 0.240
H 3.35797 0.82365 -1.53790 -0.2 0.4 -0.1 0.372
H 1.56994 0.64232 -1.57446 0.0 -0.1 0.0 0.139
H 2.74209 -0.73239 -1.41166 -0.6 -0.1 0.0 0.242
H -1.11743 -2.51850 1.07176 -0.3 -0.3 0.0 0.302
H -2.52943 -2.96515 0.53617 0.4 0.1 0.2 0.299
O -1.77500 -2.37945 0.37968 -0.2 -0.1 -0.1 -0.656
H -1.58123 -0.83570 -2.86914 0.0 0.0 0.0 0.320
H -1.25083 0.61058 -3.17170 -0.1 -0.1 -0.1 0.323
O -1.82797 -0.11053 -3.45426 0.2 0.1 0.1 -0.657
```
Positions in Å, forces in eV/Å.

The LUMO energy is 0.5 eV. As for the HOMO energy: -7.997 eV. The net charge is 0. The energy above the lowest of the compared OMol25 structures with the same formula, charge and spin is 103.54 kJ/mol. For the gap between HOMO and LUMO, the calculation gives 8.474 eV.